P) The following is a DFT calculation (ωB97M-V with the def2-TZVPD basis set) of a cluster of 2 separate species, C2H8N2O3S in total.

Values from the calculation:
- Net charge: 0
- HOMO-LUMO gap: 10.931 eV
- Structure (SMILES): NS(=O)(=O)O.C=NC
- Lowest unoccupied orbital energy: 0.631 eV
- HOMO level: -10.3 eV

Each line ends with the Löwdin charge.
Cartesian coordinates (Å):
N  0.51846  1.39503  2.65016  -0.04
S  -0.27630  1.11248  1.20751  0.51
O  -1.41097  1.95264  1.32561  -0.29
O  0.48366  1.17265  0.00204  -0.29
O  -0.79037  -0.37668  1.46350  -0.20
H  0.28066  2.33402  2.78562  0.04
H  1.49642  1.13957  2.50363  0.08
H  -0.84621  -0.97704  0.67239  0.04
C  -1.13498  -0.52503  -1.53341  -0.03
N  -0.23497  -0.98135  -0.82102  -0.15
C  1.03363  -1.28130  -1.43866  -0.09
H  -2.14405  -0.39310  -1.22633  0.09
H  -0.93948  -0.39880  -2.55739  0.07
H  1.92168  -0.96922  -0.90036  0.08
H  1.05487  -2.33436  -1.60121  0.07
H  0.98795  -0.86949  -2.53207  0.11

***

Q) The following is a DFT calculation (ωB97M-V with the def2-TZVPD basis set) of a cluster of 2 separate species, C2H8N2O3S in total.

Values from the calculation:
- Net charge: 0
- HOMO-LUMO gap: 10.806 eV
- Structure (SMILES): NS(=O)(=O)O.[H]/N=C\C
- Lowest unoccupied orbital energy: 0.457 eV
- HOMO level: -10.3 eV

Each line ends with the Löwdin charge.
Cartesian coordinates (Å):
N  -3.29671  0.13498  0.26960  -0.09
S  -1.75055  0.32310  -0.20400  0.48
O  -1.54585  1.26317  -1.28884  -0.28
O  -1.00837  0.57053  0.97308  -0.30
O  -1.53096  -1.11008  -0.82132  -0.18
H  -3.77663  -0.53357  -0.41738  0.12
H  -3.17928  -0.23947  1.27105  0.12
H  -0.71338  -1.52308  -0.49480  0.06
H  0.79754  -0.50535  1.25220  0.03
N  1.10909  -1.06827  0.45905  0.05
C  1.98951  -0.51722  -0.27793  -0.30
C  2.55811  0.81063  0.00174  -0.09
H  2.32624  -1.06418  -1.23867  0.13
H  2.02683  1.54663  -0.50451  0.05
H  2.28877  0.98016  1.11805  0.11
H  3.70563  0.93203  -0.09733  0.11

***

Which of them is the least stable? Correct choice: P).

***

P) The following is a DFT calculation (ωB97M-V with the def2-TZVPD basis set) of a cluster of 2 separate species, H4OS2 in total.

Values from the calculation:
- Net charge: 0
- HOMO-LUMO gap: 8.952 eV
- Structure (SMILES): SS.O
- Lowest unoccupied orbital energy: 0.499 eV
- HOMO level: -8.5 eV

Each line ends with the Löwdin charge.
Cartesian coordinates (Å):
S  -0.88018  0.86559  -1.47126  0.22
S  0.59366  1.73318  -0.34198  0.22
H  -0.16003  0.23112  -2.41378  -0.20
H  -0.08658  1.64866  0.80578  -0.20
O  -0.12594  -1.13564  1.21585  -0.14
H  -0.13428  -2.09344  1.39819  0.04
H  0.79336  -1.24947  0.80720  0.06

***

Q) The following is a DFT calculation (ωB97M-V with the def2-TZVPD basis set) of a cluster of 2 separate species, H4OS2 in total.

Values from the calculation:
- Net charge: 0
- HOMO-LUMO gap: 9.619 eV
- Structure (SMILES): SS.O
- Lowest unoccupied orbital energy: 0.405 eV
- HOMO level: -9.2 eV

Each line ends with the Löwdin charge.
Cartesian coordinates (Å):
S  -0.16269  1.74527  -1.48545  0.22
S  0.66935  -0.01373  -2.26597  0.20
H  -0.19282  1.23371  -0.23649  -0.23
H  1.90841  0.18226  -1.76716  -0.20
O  -0.46528  -0.79836  1.76955  -0.09
H  -0.93589  -0.73272  2.63121  0.05
H  -0.82107  -1.61644  1.35430  0.05

***

Which of them is the least stable? Correct choice: P).

***

P) The following is a DFT calculation (ωB97M-V with the def2-TZVPD basis set) of a cluster of 5 separate species, H9O4S in total.

Values from the calculation:
- Net charge: -1
- HOMO-LUMO gap: 6.968 eV
- Lowest unoccupied orbital energy: 3.462 eV
- HOMO level: -3.5 eV

Each line ends with the Löwdin charge.
Cartesian coordinates (Å):
S  -0.97829  -2.18501  0.47136  -0.21
H  -0.99223  -2.30797  -0.87201  -0.44
H  1.78810  -1.59184  1.84755  -0.01
H  2.60448  -0.66055  0.99620  0.01
O  2.46731  -0.90715  1.91558  -0.10
H  -3.69431  3.11467  -0.11683  0.03
H  -2.21027  3.16044  -0.10489  -0.01
O  -2.96130  3.44153  -0.65211  -0.09
H  2.05805  -1.70880  -1.79048  0.01
H  1.21578  -2.52221  -0.82647  -0.09
O  1.95165  -2.60558  -1.46188  -0.12
H  -0.34294  1.21149  0.88507  0.03
H  -0.27009  1.65467  -0.57132  0.04
O  -0.63593  1.90632  0.28023  -0.08

***

Q) The following is a DFT calculation (ωB97M-V with the def2-TZVPD basis set) of a cluster of 5 separate species, H9O4S in total.

Values from the calculation:
- Net charge: -1
- HOMO-LUMO gap: 7.826 eV
- Lowest unoccupied orbital energy: 3.690 eV
- HOMO level: -4.1 eV

Each line ends with the Löwdin charge.
Cartesian coordinates (Å):
S  -1.72661  0.43111  -0.90618  0.10
H  -2.09931  1.59086  -1.46778  -0.35
H  0.28334  1.27459  -0.81092  -0.13
H  1.21271  1.92124  0.16061  0.02
O  1.17236  1.69918  -0.77763  -0.14
H  -0.68456  -1.15445  0.25413  -0.12
H  -1.06863  -2.64119  0.50366  0.03
O  -0.33631  -2.02611  0.51421  -0.11
H  1.44644  -1.56735  -0.67606  -0.05
H  1.76273  -0.21552  -1.26516  0.00
O  2.01792  -1.15247  -1.27561  -0.07
H  -0.40621  -0.09074  2.15981  0.00
H  -1.03093  1.06744  1.38523  -0.07
O  -0.54293  0.86341  2.20170  -0.12

***

Which of them is the least stable? Correct choice: P).